Formula: C17H24Cl12NO5S2
Source: OMol25
Level of theory: the ωB97M-V functional and the def2-TZVPD basis

The geometry in XYZ format:
```
61
Properties=species:S:1:pos:R:3:forces:R:3
C -0.93680 0.26840 4.21617 -1.2 -0.2 -0.2
C -2.00496 1.26075 3.55284 1.2 -1.2 -1.2
C -1.18380 2.52614 3.07478 -0.6 0.6 0.8
C -2.61028 0.43942 2.31595 0.2 0.9 0.6
C -3.67643 1.28707 1.51641 -1.2 -1.2 0.1
C -5.09878 0.94280 2.18403 1.0 -0.8 -0.3
C -3.82725 0.85770 -0.01029 -1.3 0.5 1.1
O -2.92657 1.54663 -0.90293 0.9 -1.6 -0.2
S -1.42767 0.86608 -0.94662 3.5 0.3 -0.2
O -0.61254 1.61738 0.03470 -1.5 -0.7 -1.1
O -1.42429 -0.57961 -0.68032 -1.4 1.4 -0.1
N -0.88609 1.11644 -2.50955 0.4 -0.5 2.2
S 0.77670 1.25205 -2.57092 -0.2 1.5 -2.1
O 1.21832 2.61071 -2.23011 -0.3 -1.6 0.3
O 1.16596 0.86015 -3.94672 -0.7 -0.2 1.9
C 1.66035 0.10679 -1.46228 1.5 -2.2 2.2
C 2.28072 0.64619 -0.23255 0.3 -1.0 0.1
C 3.05699 -0.13750 0.72265 -1.9 -2.2 -2.8
C 3.24341 -1.63605 0.41357 -2.2 2.7 -1.4
C 2.59252 -2.15996 -0.79283 0.3 1.7 0.6
C 1.81451 -1.32670 -1.74347 0.9 1.5 2.0
H -0.42395 -0.32084 3.39680 -0.4 0.9 0.9
H -0.18057 0.82333 4.82853 -0.7 -0.6 -0.4
H -1.51245 -0.50170 4.81458 0.9 0.8 -0.3
H -2.85155 1.50721 4.25320 1.0 0.0 -0.5
H -1.65770 3.08914 2.22662 0.5 -0.7 0.7
H -1.16052 3.24859 3.95129 0.2 -0.7 -0.9
H -0.11970 2.27335 2.80827 -1.2 0.1 0.1
H -1.72851 0.10168 1.71492 -1.0 0.4 0.2
H -3.13190 -0.48956 2.70616 0.6 0.9 -0.4
H -3.55670 2.39608 1.62622 0.3 -1.0 -0.4
H -5.02725 1.09870 3.29422 -0.3 0.1 -1.0
H -5.95157 1.48368 1.69862 0.7 -0.3 0.6
H -5.23662 -0.17204 2.04146 -0.2 1.2 0.2
H -4.87035 1.19346 -0.30631 1.2 -0.2 0.0
H -3.83658 -0.26522 -0.14420 0.7 1.7 0.2
H 2.16927 1.74147 -0.02626 -0.1 -1.2 -0.3
H 3.50290 0.34584 1.62463 -0.9 -0.5 -1.1
H 3.85648 -2.27731 1.10035 -1.0 0.5 -0.9
H 2.73270 -3.24469 -1.01376 -0.2 1.0 0.1
H 1.36218 -1.76518 -2.66205 0.6 0.5 1.2
C 7.08867 0.25000 1.51904 -0.1 -0.2 0.0
Cl 6.82849 1.98130 1.27219 0.1 -0.1 0.1
Cl 7.68679 -0.06130 3.15834 0.1 0.0 0.0
Cl 5.59773 -0.65019 1.21545 2.1 0.3 0.1
H 7.84123 -0.08604 0.81189 -0.1 0.1 0.1
C 6.25289 0.26554 -2.79644 -0.4 0.1 0.1
Cl 5.23147 1.37647 -1.88658 0.1 -0.1 -0.2
Cl 7.90862 0.27306 -2.15913 0.1 0.0 0.0
Cl 5.58282 -1.36827 -2.76048 0.1 0.1 0.0
H 6.28475 0.59841 -3.82925 0.1 -0.1 0.1
C 1.09466 -3.11350 -5.80201 -0.1 0.1 0.2
Cl 0.08156 -3.85309 -7.05065 0.1 0.0 0.0
Cl 0.15643 -2.80241 -4.34220 -0.2 -0.2 -0.4
Cl 2.48728 -4.14438 -5.44125 0.0 0.0 0.0
H 1.46205 -2.16346 -6.17893 0.0 -0.1 0.1
C -7.07847 -1.95734 -0.73824 0.1 0.0 0.0
Cl -7.04607 -2.09532 -2.49998 0.0 0.0 0.1
Cl -5.43740 -1.90397 -0.08791 -0.5 -0.6 -0.1
Cl -7.99082 -0.52485 -0.24343 0.0 -0.1 0.0
H -7.57700 -2.83413 -0.33678 0.0 0.1 -0.1
```
Positions in Å, forces in eV/Å.

Values from the calculation:
Electronic energy, eV: -201683.2269
Total charge: -1
HOMO level, eV: -5.6
Spin multiplicity: 1
Orbital gap, eV: 7.71

Formula: C43H103N8O16
Source: OMol25
Level of theory: the ωB97M-V functional and the def2-TZVPD basis

The geometry in XYZ format:
```
170
Properties=species:S:1:pos:R:3:forces:R:3
C 6.22902 6.42332 -4.58242 -0.1 0.7 1.0
C 6.86695 5.49887 -3.53045 1.2 -1.3 -1.3
C 6.25132 4.09904 -3.71530 0.6 -0.5 0.2
N 6.76233 2.98369 -2.71673 -2.1 -0.5 -1.5
C 5.94347 1.69047 -3.08792 -0.4 2.4 -0.6
C 6.30828 0.47369 -2.32762 0.0 -0.2 1.1
C 7.82400 0.20913 -2.40617 -0.5 -1.8 0.1
C 8.64729 1.42930 -2.11926 0.1 2.1 -1.4
C 8.20591 2.69122 -2.96207 0.2 0.7 3.1
C 6.42715 3.35291 -1.30078 1.0 0.4 -0.7
H 6.85445 7.28695 -4.69621 0.5 0.4 -0.3
H 5.26271 6.86806 -4.34955 -0.2 -0.4 0.6
H 6.09476 5.96947 -5.54050 0.3 -0.5 -0.6
H 6.80444 5.78728 -2.50928 -0.6 0.8 0.7
H 7.99793 5.45937 -3.70619 -1.5 -0.1 -0.1
H 6.54189 3.72038 -4.70786 -0.2 0.0 0.3
H 5.14272 4.12715 -3.67146 0.7 -0.1 0.3
H 6.13897 1.50504 -4.16175 -0.2 0.4 0.4
H 4.93291 2.12204 -2.92550 0.2 -1.1 -0.3
H 5.71355 -0.33257 -2.75482 0.2 -0.2 -0.2
H 5.96035 0.49529 -1.27832 0.3 0.3 -0.3
H 8.04895 -0.27746 -3.39008 0.0 0.6 0.7
H 8.01848 -0.55280 -1.61582 0.2 0.4 -0.7
H 9.68853 1.35612 -2.40366 0.3 -0.6 0.2
H 8.61837 1.71446 -1.08013 0.0 -0.1 0.4
H 8.34811 2.57478 -3.99717 0.1 -0.3 -1.4
H 8.72546 3.63267 -2.63185 -0.1 -1.1 -0.3
H 6.65622 2.50466 -0.68119 0.3 0.0 0.4
H 5.38918 3.60862 -1.14359 -0.3 0.0 -0.5
H 7.03316 4.23992 -1.11128 0.0 -0.3 0.6
C 0.61710 -0.45079 0.82219 -1.8 1.2 -1.2
C 1.31234 0.19952 1.93320 1.0 2.2 0.8
O 1.28438 1.39348 2.19228 -1.1 0.6 -0.7
N 2.04916 -0.57054 2.70500 1.1 -3.1 -0.4
H 2.04193 -1.53096 2.37715 0.1 -0.1 0.8
H 3.39051 -0.74486 0.60639 3.7 -0.7 -1.0
C 2.46591 -0.23962 4.03931 0.2 1.7 -0.1
H 0.97490 -1.36201 0.36960 0.1 -0.3 0.5
H 0.57416 0.29061 0.01955 -0.1 0.0 0.0
H -0.42665 -0.51067 1.19657 0.4 -0.5 -0.5
H 3.42810 -0.68897 4.28382 -0.3 -0.2 0.1
H 1.65152 -0.48184 4.70689 0.1 -0.3 0.6
H 2.57220 0.87206 4.06582 0.1 -0.9 0.0
C 2.58154 -5.71784 3.08806 -1.1 -0.2 0.4
C 2.21898 -6.62421 1.94303 1.1 1.6 0.1
O 1.72899 -7.70060 2.08434 -0.5 -0.9 0.0
N 2.51734 -6.12796 0.67606 -0.6 1.2 -1.9
H 0.94787 -5.41881 0.50417 -1.8 1.4 -0.4
H 3.00379 -5.18165 0.51087 -0.7 -2.3 0.8
C 2.61938 -7.16657 -0.41528 0.7 -0.3 1.1
H 2.45430 -4.64162 2.90137 -0.1 -0.4 -0.1
H 3.61512 -5.89296 3.37016 0.1 -0.1 0.2
H 1.87577 -6.08268 3.85503 0.7 0.6 0.2
H 1.64333 -7.52199 -0.79316 0.5 0.7 -0.1
H 3.07505 -8.07934 0.04347 -0.2 0.8 -0.4
H 3.32831 -6.74520 -1.13555 -0.6 -0.4 -0.3
C -3.70810 3.01128 4.48822 -0.3 1.0 2.5
C -3.45971 4.52322 4.81629 0.4 -1.4 -0.4
O -3.44435 5.28983 3.87418 -0.1 1.0 -0.4
N -3.11163 4.92483 6.06058 1.4 0.9 1.3
H -9.91551 5.16040 6.49072 0.0 0.0 0.1
H -2.59042 5.81347 6.19104 -1.0 -0.6 -1.3
C -3.07602 4.26561 7.36524 -0.9 -0.2 0.8
H -4.26419 2.58540 5.35980 0.3 -0.1 -0.9
H -2.71834 2.57674 4.46523 0.2 -0.3 0.0
H -4.21023 2.83778 3.54331 -0.2 0.3 0.1
H -3.87995 3.51625 7.38436 0.7 -0.2 0.2
H -3.38174 4.99875 8.13490 -0.1 -0.1 -0.5
H -2.08984 3.92844 7.77352 -0.7 -0.2 -1.1
C -4.34031 -4.40186 2.93669 0.1 -0.6 0.1
C -4.10464 -4.63786 1.45768 -1.0 0.1 0.2
O -4.74205 -4.19812 0.56042 0.0 0.2 0.2
N -3.01621 -5.60759 0.92492 0.7 1.2 -0.8
H -2.53074 -4.89571 0.29334 -0.3 -0.8 0.0
H -2.24732 -5.87194 1.53834 -0.3 -0.2 0.5
C -3.45858 -6.78327 0.07794 -0.6 0.6 -0.2
H -5.19851 -5.04823 3.14397 -0.1 -0.2 0.0
H -4.71701 -3.38554 3.21421 0.8 -0.7 -0.6
H -3.54656 -4.78621 3.59707 -0.2 0.6 -0.3
H -2.64426 -7.03318 -0.58421 0.3 -0.1 0.0
H -4.34656 -6.56001 -0.53409 0.5 0.5 0.4
H -3.73084 -7.59940 0.71239 0.1 -0.5 0.5
C 4.81214 -1.70330 9.76617 0.9 0.4 -0.4
C 3.59272 -1.92426 10.51506 0.0 -0.5 1.6
O 2.49972 -1.89232 10.15039 -2.4 0.1 -1.2
N 3.67464 -2.15274 12.08328 4.2 0.4 1.2
H 4.36170 -2.89882 12.36090 -0.3 0.8 -0.8
H 4.13887 -1.29593 12.46311 -0.6 -0.5 -0.2
C 2.46145 -2.52384 12.77529 -1.5 0.4 -0.4
H 5.55557 -2.49339 9.87910 -0.2 -0.1 -0.2
H 5.28070 -0.79938 10.13300 0.3 0.4 0.2
H 4.50213 -1.49594 8.73387 0.3 -0.4 0.3
H 2.32493 -3.51101 12.40454 -1.0 -0.9 0.1
H 1.68947 -1.85604 12.41253 -0.4 -0.2 0.1
H 2.49260 -2.50898 13.86244 0.6 0.1 -0.1
C -3.16155 -5.45194 -8.36086 0.9 0.0 -1.9
C -4.12801 -4.33347 -8.10677 -1.4 -0.5 1.5
N -3.56111 -3.00038 -7.64168 -0.1 0.0 -0.7
C -2.62135 -2.52426 -8.64869 1.8 0.7 0.1
C -4.64248 -1.97938 -7.43827 -0.6 -0.4 0.7
C -5.66038 -1.79158 -8.55322 0.3 1.4 0.5
C -2.86857 -3.13995 -6.32303 1.1 -1.9 0.9
C -2.21268 -1.97334 -5.52352 0.0 -0.2 -1.8
O -1.21921 -1.26269 -6.29700 -1.9 -1.6 -0.2
C -0.65639 -0.25346 -5.54565 0.6 1.0 -0.1
H -2.51088 -5.76176 -7.54721 -0.3 0.1 0.2
H -2.50246 -5.13647 -9.19891 -0.1 -0.4 0.5
H -3.68784 -6.34321 -8.77178 0.1 0.7 0.6
H -4.79470 -4.62510 -7.29500 -0.1 0.0 0.2
H -4.82840 -4.18351 -8.93494 0.7 0.3 -0.1
H -2.85840 -2.73343 -9.67909 -0.6 -0.1 -0.1
H -1.63294 -2.92447 -8.42488 -0.1 -0.3 -0.2
H -2.51637 -1.47810 -8.43683 0.1 0.6 -0.5
H -4.13294 -1.10597 -7.05910 0.2 0.6 -0.6
H -5.12539 -2.33569 -6.54122 -0.7 -0.3 0.2
H -6.41500 -1.05325 -8.17598 0.6 -0.6 -0.3
H -6.18748 -2.72595 -8.68563 -0.1 0.0 -0.6
H -5.21222 -1.32768 -9.45834 -0.4 -0.7 0.4
H -2.07879 -3.89788 -6.46200 -0.3 0.3 -0.2
H -3.62624 -3.64478 -5.69497 0.4 0.5 0.1
H -1.66468 -2.41200 -4.68672 -0.6 -0.2 0.3
H -3.04278 -1.34668 -5.20199 0.3 0.6 0.4
H 0.00703 -0.61525 -4.76490 0.1 -0.2 0.2
H -1.40804 0.39302 -5.12404 -0.5 0.3 0.5
H -0.10381 0.36369 -6.23892 0.4 0.1 -0.1
C -6.94174 4.34146 -0.34917 1.1 2.6 -0.5
C -5.60170 4.14676 0.39138 0.6 -0.9 -1.1
N -4.57595 5.25947 0.38957 -0.4 1.6 0.1
C -5.11768 6.38923 1.22172 1.8 1.3 0.3
C -3.25563 4.75023 0.96557 -0.9 -0.1 1.0
C -2.05946 5.67020 0.92276 -1.1 0.3 0.9
C -4.35238 5.83828 -1.01054 -1.6 -0.8 -0.8
C -3.54303 4.93875 -1.98606 -0.3 0.2 -0.3
O -2.19597 5.26875 -2.01674 0.9 -0.1 0.4
C -1.84433 6.46658 -2.71963 -1.2 -1.3 -0.4
H -7.43212 5.28269 -0.01130 0.1 -0.7 0.0
H -7.57422 3.52901 -0.07039 -0.5 -0.6 -0.3
H -6.82387 4.53591 -1.45823 -0.2 -1.0 1.2
H -5.05274 3.30046 -0.04743 -0.3 0.1 0.0
H -5.76108 3.86533 1.41901 -0.1 0.2 0.5
H -4.42656 7.25323 1.01716 -1.1 -0.6 0.0
H -4.91381 6.21092 2.28103 -0.5 -0.5 -0.1
H -6.15714 6.62845 0.99953 0.3 -0.1 -0.1
H -3.23054 3.84077 0.46118 1.2 -1.6 -1.3
H -3.42377 4.42425 2.00964 -0.3 0.7 -0.5
H -1.25465 5.19941 1.45754 0.5 -0.5 -0.2
H -2.28899 6.50383 1.56841 -0.1 0.5 0.2
H -1.78475 6.04595 -0.03437 0.3 -0.1 -0.6
H -3.95488 6.85055 -0.91304 0.3 -0.4 0.1
H -5.38689 5.96240 -1.42147 0.9 0.1 0.4
H -3.95957 4.99610 -3.01971 -0.1 0.2 0.6
H -3.57082 3.87296 -1.70922 -0.2 0.4 0.1
H -2.09185 6.23685 -3.75836 0.2 0.6 -0.2
H -0.78908 6.59648 -2.58850 0.4 0.2 0.1
H -2.42294 7.31664 -2.36828 0.1 0.3 0.0
O -3.75662 -1.59416 5.96449 -2.2 -2.1 -1.4
C -2.66977 -2.35566 5.98818 -0.3 2.9 2.5
O -1.72386 -2.00893 6.68435 2.1 1.2 1.0
O -2.72023 -3.41406 5.47395 -0.3 -4.5 -2.9
H -3.75913 -0.68715 6.10291 0.9 2.5 0.8
O 4.80537 -3.36683 0.06566 2.2 0.3 -0.4
C 3.92380 -2.46721 0.42939 2.6 -0.9 -2.1
O 2.86117 -2.91261 0.68538 -3.4 0.4 1.6
O 4.34419 -1.21183 0.28135 -4.9 1.3 2.0
H 5.62738 -2.91463 -0.20464 -0.1 -0.5 0.1
O 0.64244 -3.33523 -0.86865 0.5 1.1 -1.2
C -0.38772 -4.01263 -0.45038 0.2 -0.4 -0.1
O -0.06664 -4.90467 0.46522 0.9 -2.2 0.9
O -1.49382 -3.78075 -0.87676 -0.6 -0.7 0.6
H 1.32049 -3.45281 -0.21245 1.2 0.1 0.3
```
Positions in Å, forces in eV/Å.

Values from the calculation:
Electronic energy, eV: -90888.5338
Total charge: +5
HOMO level, eV: -15.1
Spin multiplicity: 1
Orbital gap, eV: 1.33

Formula: C18H22Br2Cl2N2S2Ti
Source: OMol25
Level of theory: the ωB97M-V functional and the def2-TZVPD basis

The geometry in XYZ format:
```
49
Properties=species:S:1:pos:R:3:forces:R:3
Ti 1.48386 -0.03237 1.09068 -0.5 -0.7 -1.8
C -0.67346 1.30404 -3.79700 0.1 0.0 -0.1
N -1.17531 0.17087 -3.05294 0.0 -0.1 -0.1
C -2.61229 0.00476 -3.08077 0.1 -0.1 0.1
C -3.21476 0.61989 -1.82280 -0.1 0.0 0.1
N -2.74353 -0.11394 -0.65830 0.0 0.0 0.0
C -3.46203 -1.35618 -0.41144 0.0 0.0 0.0
C -2.46348 0.62158 0.50310 -0.1 0.1 -0.1
C -3.14363 1.80499 0.78935 0.0 -0.1 0.0
C -2.89236 2.53318 1.94203 -0.1 0.0 0.0
C -1.98514 2.05788 2.86522 0.1 0.0 0.1
C -1.31253 0.87101 2.60790 -0.1 0.0 -0.1
C -1.49610 0.15843 1.42023 0.2 0.1 0.1
S -0.50412 -1.29185 1.11516 -0.1 0.0 0.0
C -0.35361 -0.97730 -3.00743 0.0 -0.1 0.1
C -0.63352 -2.11816 -3.76555 0.1 0.1 0.1
C 0.17121 -3.24471 -3.69464 0.2 0.0 0.2
C 1.29630 -3.23520 -2.87532 -0.2 -0.1 -0.2
C 1.59026 -2.10903 -2.12846 0.1 -0.1 0.0
C 0.76956 -0.98972 -2.16382 -0.1 0.0 0.1
S 1.17589 0.44618 -1.20608 -0.1 0.1 0.0
H -1.19244 2.21152 -3.48342 0.0 0.1 0.0
H -0.81446 1.18446 -4.88277 0.0 0.0 0.0
H 0.38937 1.44663 -3.59603 -0.1 0.0 0.0
H -2.86087 -1.05478 -3.09281 0.0 -0.1 -0.1
H -3.06184 0.44428 -3.98146 0.0 0.0 0.0
H -4.31533 0.62995 -1.89284 0.0 0.0 0.0
H -2.87642 1.65415 -1.74303 0.0 0.0 -0.1
H -4.52463 -1.17290 -0.18938 0.0 0.0 0.0
H -3.01806 -1.88654 0.42800 0.0 0.0 0.0
H -3.39667 -2.01330 -1.27908 0.0 0.0 0.0
H -3.89302 2.15558 0.09234 0.0 0.0 0.0
H -3.43234 3.45244 2.12672 0.0 0.0 0.0
H -1.81163 2.58688 3.79344 0.0 0.0 0.0
H -0.65576 0.45894 3.35582 0.0 -0.1 0.1
H -1.48840 -2.11300 -4.42717 -0.1 0.0 0.0
H -0.06930 -4.11852 -4.28716 0.0 0.0 0.0
H 1.94283 -4.10084 -2.81650 0.0 0.0 0.0
H 2.46473 -2.09962 -1.49131 -0.1 0.0 -0.1
Br 3.49457 -1.27008 0.75586 0.3 0.0 0.1
C 1.89784 0.94675 2.84243 0.2 0.5 0.4
Br 1.77788 -0.80732 3.59322 0.0 -0.4 1.2
H 2.89488 1.33754 3.02398 0.0 0.0 -0.1
H 1.11941 1.58925 3.23917 0.1 0.0 0.2
Cl 2.25633 2.49630 0.47586 0.1 0.6 0.0
C 1.01292 3.67045 1.03899 0.2 -0.1 -0.1
Cl -0.42626 3.62445 0.05186 0.1 0.1 -0.1
H 1.48399 4.64319 0.97884 0.0 0.0 0.0
H 0.75341 3.40779 2.05452 0.0 0.0 0.1
```
Positions in Å, forces in eV/Å.

Values from the calculation:
Electronic energy, eV: -231919.7584
Total charge: 0
HOMO level, eV: -7.6
Spin multiplicity: 1
Orbital gap, eV: 7.05

Formula: C5H6F2
Source: OMol25
Level of theory: the ωB97M-V functional and the def2-TZVPD basis

The geometry in XYZ format:
```
13
Properties=species:S:1:pos:R:3:forces:R:3
C -0.18295 -0.27858 -0.07064 -0.3 -1.0 0.2
C -1.09588 0.81806 0.36144 -1.5 0.2 0.9
C -1.03408 1.39685 1.56211 -0.4 0.9 -0.1
C 0.56868 -0.03739 -1.29252 1.3 0.9 -2.9
C 1.85594 0.32473 -1.29962 -0.5 -0.8 -1.8
H -2.00637 1.06003 -0.23407 1.1 -0.4 0.0
H -1.83975 2.17089 1.77973 1.4 -1.1 0.0
H -0.21926 1.19530 2.28822 -0.8 0.2 -0.6
H 0.07960 -0.14147 -2.31738 0.3 0.1 1.8
H 2.38522 0.37779 -2.27013 -0.5 0.2 0.6
H 2.48699 0.39945 -0.45712 0.3 0.2 1.0
F 0.71811 -0.58038 0.90753 -0.2 0.2 0.5
F -0.89109 -1.46451 -0.28018 -0.2 0.6 0.2
```
Positions in Å, forces in eV/Å.

Values from the calculation:
Electronic energy, eV: -10715.6710
Energy above the lowest of the compared OMol25 structures with the same formula, charge and spin, eV: 0.221
SMILES: C=CC(F)(F)C=C
Total charge: 0
HOMO level, eV: -10.1
Spin multiplicity: 1
Orbital gap, eV: 11.07

> Which formula does entry 1 have?

C17H24Cl12NO5S2

> Number 4 is which compound?

C5H6F2